ORCA calculation (ωB97M-V/def2-TZVPD) on a 10-piece molecular cluster, C19H57NO10 overall.

```
87
Properties=species:S:1:pos:R:3:forces:R:3
C 3.7410 1.1691 0.3555 -0.3454 0.5967 0.6586
C 3.3996 2.5969 0.8762 0.8660 0.7013 -0.6026
C 2.3254 3.2890 -0.0869 -0.2969 -1.4890 1.3507
C 0.8798 2.8199 0.2556 1.1222 -0.0398 -0.4002
C 0.6089 3.0905 1.7161 -0.3765 -0.4644 -0.7009
C 1.5472 2.3522 2.6731 0.6969 1.1011 1.3758
N 2.9884 2.6586 2.3001 -1.6327 1.1997 -0.5278
O 3.9553 2.2254 3.2445 -0.7812 0.0071 -0.9004
C 1.2416 3.0711 4.0325 0.5792 -0.3662 0.6818
C 1.2300 0.8502 2.8289 0.6647 0.1457 -0.5296
C 4.7031 3.4609 0.7042 -0.1347 -0.2362 0.4100
H 2.8733 0.5094 0.3631 -0.0938 0.0201 -0.2871
H 4.4771 0.7095 1.0151 0.2146 -0.0103 -0.0495
H 4.1739 1.2710 -0.6396 -0.0953 -0.2835 -0.0170
H 2.4093 4.3733 -0.0131 0.0198 -0.0154 0.0012
H 2.5712 2.9429 -1.0908 0.1248 0.3032 -0.1135
H 0.8109 1.7538 0.0391 -0.0645 -0.1854 0.0047
H 0.1609 3.3081 -0.4024 -0.0815 0.1394 0.0524
H -0.3950 2.7663 1.9905 -0.1772 -0.1091 -0.0574
H 0.5970 4.1735 1.8395 0.4141 0.0718 0.4408
H 1.6302 4.0881 4.0854 -0.0228 0.0607 -0.4866
H 0.1819 3.1012 4.2858 -0.2512 -0.0175 -0.5577
H 1.6547 2.6005 4.9247 0.4319 -0.4560 -0.2042
H 2.0894 0.3382 3.2618 0.0145 0.0559 0.5150
H 0.3615 0.6688 3.4620 -0.0029 0.0274 -0.1450
H 1.1363 0.3258 1.8780 -0.4727 0.1615 -0.2048
H 5.4906 3.1930 1.4086 -0.1169 -0.3377 0.0936
H 4.5420 4.5259 0.8708 -0.3922 -0.0039 0.0211
H 5.1335 3.3545 -0.2916 -0.1992 -0.1178 -0.1526
H 3.9359 1.2699 3.1544 0.2913 -0.5762 0.2469
C 3.5962 -2.2976 -1.8776 1.0178 0.1216 0.3789
C 2.7620 -1.3094 -2.6747 0.7706 -1.2411 0.2766
O 1.4570 -1.7955 -2.6929 -0.8014 0.7390 -0.7402
H 3.3548 -2.3440 -0.8157 -0.4527 0.3245 0.0568
H 4.6361 -1.9715 -1.8934 0.3146 -0.1746 -0.1274
H 3.5278 -3.3327 -2.2124 -0.0567 0.1570 -0.4303
H 3.1158 -1.2653 -3.7047 0.0060 0.0036 -0.0920
H 2.9083 -0.3205 -2.2400 -0.4033 0.3018 0.0793
H 1.1084 -1.6752 -1.8065 -0.4420 -0.2297 0.6338
C -1.0161 -0.9609 -0.2560 0.0978 -0.0100 0.0587
O 0.2414 -1.6360 -0.1539 -0.3613 0.9234 -1.1271
H -1.0272 -0.1947 -1.0312 0.8135 0.4248 0.1663
H -1.8392 -1.5707 -0.6285 -0.0419 -0.7408 0.5260
H -1.2350 -0.5388 0.7248 -0.4521 0.1807 -0.1549
H 0.2529 -2.0651 0.7048 -0.0658 -0.7063 0.5689
C -3.9888 -0.0805 3.3658 -1.2027 -0.7171 1.3244
O -2.7717 0.4552 3.0317 1.6561 0.6665 -0.7142
H -3.8880 -1.1570 3.5045 -0.0497 -0.1271 -0.6157
H -4.2752 0.2417 4.3669 -0.3516 0.2912 0.1647
H -4.7852 0.1840 2.6702 -0.1055 -0.2196 -0.1431
H -2.7470 1.3674 3.3298 0.0890 0.1070 -0.0356
C 0.4299 1.3062 -3.7391 -0.8154 -0.1373 0.8156
O 0.1249 2.6590 -4.0779 0.2542 -0.1539 -0.5489
H -0.3114 1.0123 -2.9960 0.4230 -0.3146 0.4896
H 0.2700 0.5534 -4.5110 0.1705 0.5020 -0.6707
H 1.4458 1.2028 -3.3581 -0.0654 0.0749 0.0613
H -0.5426 2.9650 -3.4595 0.0583 0.0023 -0.0811
C -0.4247 -4.3475 -1.4198 1.0490 1.0831 -0.4870
O -0.4109 -5.7344 -1.7038 -0.7323 0.1861 0.2224
H -0.7158 -3.7310 -2.2703 -0.2175 -0.4738 -0.4164
H -1.0539 -3.9996 -0.6006 -0.0792 -0.5359 0.2879
H 0.6050 -4.0363 -1.2438 0.0052 0.1912 0.3848
H -0.3631 -6.1146 -0.8235 0.0190 -0.5461 0.0224
C -3.0759 0.1841 -4.1362 0.6697 -0.9039 -0.0809
O -2.8263 -0.9895 -4.9595 -0.5119 0.8122 0.0859
H -3.0102 -0.0986 -3.0855 -0.3833 0.0659 0.0899
H -2.3346 0.9710 -4.2757 0.0379 0.0449 -0.3706
H -4.0608 0.5789 -4.3855 0.0884 -0.2389 0.0685
H -1.9023 -1.2464 -4.9180 0.0895 0.1744 0.2351
C -3.7212 1.6145 0.0099 0.2575 -1.2072 0.0686
O -4.1787 1.6726 -1.3319 -0.3422 0.6154 -0.0146
H -3.1300 0.6988 0.0088 0.2962 0.2178 0.4932
H -3.1198 2.4568 0.3518 0.0715 0.2065 -0.3257
H -4.5103 1.4516 0.7440 -0.2450 0.0950 -0.1288
H -5.0515 2.0722 -1.3367 -0.0076 0.0967 -0.1150
C -4.0097 -4.3500 -1.3746 2.0759 0.0125 0.8390
O -5.0859 -4.4241 -2.2250 -1.0756 -0.2826 -1.2064
H -4.1020 -3.4875 -0.7146 0.2001 -0.0776 0.3018
H -3.7812 -5.2613 -0.8219 -0.8444 -0.1449 0.3876
H -3.0799 -4.2897 -1.9402 0.1639 0.5473 -0.1184
H -4.7508 -4.0223 -3.0299 -0.5687 -0.0515 -0.2319
C -0.4947 -2.3267 3.3645 -0.5474 -0.9764 0.7439
O -0.1659 -3.0903 2.2216 0.8387 1.0821 -1.0483
H 0.4094 -2.0027 3.8799 0.0177 -0.0311 -0.0234
H -1.1724 -1.4851 3.2206 0.1249 0.1217 -0.5059
H -1.0455 -3.0613 3.9519 -0.0279 0.4620 0.9621
H -0.6956 -3.8908 2.2331 -0.3278 -0.4763 -0.1551
```
Positions in Å, forces in eV/Å.

HOMO energy (alpha / beta): 0.3 / -6.5 eV
Orbital gap (alpha / beta): 1.91 / 8.80 eV
Charge: -1
Multiplicity: 2

---

ORCA calculation (ωB97M-V/def2-TZVPD) on C23H62AgF5N3O15S3 as an isolated structure.

```
112
Properties=species:S:1:pos:R:3:forces:R:3
N -16.8060 28.8299 2.7339 -0.3892 -0.0670 0.5104
H -17.5264 28.7616 3.4384 -0.1384 0.0433 0.5926
H -17.0893 29.5888 2.1306 0.1382 0.1881 -0.7963
H -16.7548 27.9250 2.2881 0.1499 -0.5676 -1.0028
H -15.9085 29.0203 3.1561 0.6922 0.2600 0.2989
N -19.5878 24.4543 3.2105 -0.1163 -0.7212 0.8897
H -19.3844 23.6030 3.7145 0.3516 -1.2971 0.0886
H -18.8381 24.6358 2.5585 0.4876 0.3018 -0.4473
H -19.6521 25.0857 3.9961 -0.1137 0.9207 -0.1105
H -20.4802 24.3232 2.7559 -0.4291 0.1540 -0.3592
Ag -13.8658 24.5932 7.2673 -0.3580 -0.5853 0.0099
N -16.4821 25.4156 1.0404 -2.0889 0.9059 -2.4855
S -15.2224 24.5348 1.0296 8.5268 -4.9281 1.6128
O -13.9010 25.1659 0.6630 -4.3375 -1.0112 1.2086
O -15.3594 23.1195 0.6832 -0.4836 2.4435 -0.9021
F -15.0835 24.2254 2.6043 -0.2535 1.6326 0.9295
S -16.7461 25.2514 -0.6292 -1.3014 2.6322 -4.7984
O -17.2280 24.0135 -1.1383 -0.3440 -0.0029 1.4026
O -15.7989 25.9274 -1.5041 -0.5851 -0.6965 2.3124
F -18.0248 26.2446 -0.8093 0.4455 -0.5019 1.3699
C -18.2488 19.9859 8.1036 1.2029 0.4455 0.3338
F -17.3896 19.0521 7.5830 -0.6648 1.3854 0.2840
F -19.4490 19.4977 8.0413 -1.1854 -0.3725 -0.3753
F -17.9535 20.1341 9.4143 0.2865 0.1346 -0.6890
S -18.2057 21.7196 7.2222 -0.1942 2.6567 -0.0569
O -16.7758 22.0253 7.0329 -0.2045 -0.4303 0.5200
O -18.8864 21.5351 5.9421 0.0277 -0.5260 0.3438
O -18.8918 22.7486 8.0660 1.1325 -2.4389 -0.8064
C -20.7283 30.6714 -4.9155 -0.6783 0.0022 -0.3311
C -19.4156 30.3779 -5.1698 1.4568 0.8712 -1.1059
C -18.6397 31.2415 -5.9994 -1.0581 -0.1374 0.5221
C -19.2630 32.3507 -6.5592 0.9823 -0.4066 0.3430
C -20.5900 32.5973 -6.2976 -1.1933 1.1449 0.1241
C -21.3521 31.8082 -5.4834 0.6834 -1.7404 0.9772
H -21.2348 29.9129 -4.3371 -0.5411 0.3080 0.2294
H -18.9755 29.4839 -4.7532 0.0904 -0.0434 0.0462
H -17.5854 31.1080 -6.1920 0.0320 -0.3464 0.1054
H -18.6588 33.0525 -7.1150 -0.1269 0.0406 -0.2472
H -21.1162 33.4830 -6.6217 0.3987 0.2648 -0.5513
H -22.3801 32.0442 -5.2514 -0.0404 0.0165 -0.0992
C -17.7563 24.9712 -6.5091 1.8140 -0.2851 -0.6841
C -19.1113 24.4793 -6.2113 -0.6639 0.2018 0.4513
O -19.3729 24.8125 -4.8603 -0.7406 0.1525 1.0104
H -17.6039 26.0502 -6.4845 -0.2933 -0.0486 0.2675
H -17.3172 24.6169 -7.4416 -0.3480 -0.0312 -0.3358
H -17.1372 24.4778 -5.7599 0.4105 0.3860 0.2020
H -19.1334 23.3911 -6.2706 -0.3350 -0.0370 -0.6800
H -19.9057 24.9830 -6.7621 0.0399 -0.3982 -0.3355
H -18.9245 24.1618 -4.3152 0.0709 0.0731 0.1864
C -14.3372 17.0077 -1.6673 0.7349 -0.5897 0.4595
C -13.8542 18.4503 -1.6815 -0.9848 -1.1415 -1.0824
O -15.0135 19.2473 -1.8953 0.2968 0.8399 0.5789
H -13.4641 16.3689 -1.5339 0.0281 -0.3278 -0.1514
H -14.8976 16.6793 -2.5426 0.2096 0.3546 -0.1804
H -14.9748 16.8021 -0.8075 -0.0683 0.2301 0.1510
H -13.2237 18.6347 -2.5513 0.1934 -0.0425 0.1233
H -13.2785 18.6247 -0.7726 -0.1898 0.5367 0.0986
H -15.3837 19.4283 -1.0282 -0.2424 0.1539 -0.0142
C -11.6728 28.3315 -6.2299 1.5180 0.2766 -0.4812
C -12.4428 27.4822 -5.3015 -1.3390 -1.0678 -0.7214
O -13.6841 28.1327 -5.1376 -0.7184 1.0190 1.0239
H -10.6242 28.0342 -6.2198 0.1651 0.0080 0.0537
H -11.7137 29.3645 -5.8844 -0.0610 0.0607 -0.1831
H -11.9648 28.2488 -7.2768 -0.4177 0.1610 0.1724
H -11.9119 27.2446 -4.3796 -0.0749 0.2574 0.2059
H -12.7817 26.5624 -5.7782 1.0072 -0.6505 -0.0583
H -14.1856 27.6924 -4.4475 -0.1060 -0.0854 0.0157
C -14.4790 19.0764 3.7266 -0.4107 -0.2528 -0.3993
C -15.7959 18.3570 3.3087 1.2630 0.1775 0.9457
O -15.5116 16.9596 3.4130 -0.4909 0.2534 -0.2702
H -13.9252 18.5785 4.5225 -0.8370 -0.1740 0.5640
H -14.7469 20.0875 4.0333 0.4358 0.1540 -0.1665
H -13.6900 19.0339 2.9758 -0.4284 0.4921 -0.6371
H -16.1721 18.6678 2.3340 0.4900 -0.2389 -0.4953
H -16.6023 18.6939 3.9601 0.0340 -0.3417 0.5455
H -16.3057 16.4901 3.6788 -0.0674 -0.0427 -0.0777
C -11.8911 29.8113 2.2285 0.2487 -1.6724 1.4130
C -11.8130 29.1583 3.6814 0.5245 1.2583 -0.8958
O -13.1033 28.8932 4.2309 -0.9066 -0.0425 -0.4372
H -10.8673 30.1012 1.9921 -0.1323 0.4350 0.0451
H -12.5862 30.6508 2.2405 0.2376 0.0362 -0.0209
H -12.1472 29.0977 1.4453 -0.3577 -0.0713 0.1556
H -11.2949 29.9228 4.2604 -0.2001 0.1331 0.3765
H -11.1786 28.2780 3.7844 -0.0980 -0.2137 -0.6446
H -13.0684 28.7377 5.1776 0.4192 0.1643 -0.0370
C -19.1013 19.0292 -4.1812 0.1174 -0.5574 0.4744
C -18.3340 18.2708 -5.2387 -0.4554 0.8620 0.9040
O -18.1459 19.2170 -6.2549 0.3806 0.0517 -1.5901
H -18.4945 19.8859 -3.8879 -0.1936 0.0685 0.2538
H -19.2836 18.3753 -3.3283 -0.1984 0.2115 0.2558
H -20.0373 19.3620 -4.6297 -0.0146 0.0709 0.2177
H -18.9758 17.4550 -5.5714 0.4964 -0.1594 -0.4155
H -17.3631 17.9555 -4.8567 -0.1126 -0.5566 0.0056
H -17.3592 19.7242 -6.0416 0.0084 0.0281 -0.0707
C -22.7918 30.7184 0.6913 0.5307 -0.2717 0.7125
C -21.9461 30.1024 1.8817 -1.7090 -0.6843 -2.0002
O -21.3081 31.0940 2.5466 1.4043 2.6761 1.1525
H -23.5476 31.4466 0.9860 0.0181 -0.1928 0.5779
H -23.3092 29.9397 0.1309 0.1507 -0.1213 0.0712
H -22.1628 31.2803 0.0009 0.3265 -0.2678 0.0314
H -21.1940 29.4402 1.4527 -0.1543 -0.5777 -0.2699
H -22.5852 29.5696 2.5858 -0.3012 -0.4254 -0.2527
H -20.7365 30.7789 3.2507 -0.2732 -0.1445 -0.0023
C -24.5971 23.7642 -3.0593 0.6270 1.3049 0.3113
C -24.1472 25.2542 -3.2554 -0.3905 -0.9111 -1.4379
O -22.9602 25.5471 -2.5324 -0.5783 0.3066 0.7971
H -25.3180 23.3822 -3.7820 0.1567 0.2238 -0.1500
H -25.0699 23.7440 -2.0773 0.0567 -0.3362 0.0739
H -23.6920 23.1574 -3.0360 -0.1903 -0.2249 -0.0944
H -25.0146 25.8863 -3.0650 0.3494 0.3748 1.1058
H -23.9690 25.5565 -4.2874 0.1441 -0.6709 -0.4291
H -22.1988 25.4285 -3.1049 -0.0838 -0.0683 -0.1789
```
Positions in Å, forces in eV/Å.

HOMO energy: -10.4 eV
Orbital gap: 3.40 eV
Charge: +1

---

ORCA calculation (ωB97M-V/def2-TZVPD) on C28H49ClN7O4Pb as an isolated structure.

```
90
Properties=species:S:1:pos:R:3:forces:R:3
Pb -0.2310 -0.3790 0.0656 -0.2081 -0.8674 -1.0449
Cl -2.1588 -2.2167 -3.3368 -1.7323 0.9254 -1.4057
O -1.2088 -3.2976 -3.3968 0.0328 0.2004 0.3430
O -1.7872 -1.2505 -2.2962 0.6176 -0.0872 0.5632
O -2.2603 -1.5115 -4.5999 0.9907 -0.3092 0.5808
O -3.4967 -2.6884 -3.0547 0.4351 -0.4872 0.7570
C 3.9915 2.5000 -1.9170 0.6110 0.5338 -1.0604
C 3.3857 2.6364 -3.3329 -1.2139 0.3424 1.8767
C 2.9532 1.2851 -3.8517 -0.3336 -0.5110 -0.4100
C 2.0538 0.4993 -2.9642 0.3789 0.8835 -0.6975
N 1.3891 -0.1448 -2.2929 -0.3326 0.0006 0.6386
H 4.8197 1.8005 -2.0311 0.4124 0.2629 0.5030
H 3.3473 2.1289 -1.1200 -0.4467 -0.1637 -0.4511
H 4.2955 3.5050 -1.6244 0.5434 -0.1942 0.2162
H 3.9601 3.2245 -4.0486 0.6358 -0.6212 0.0975
H 2.5220 3.2895 -3.2082 -0.5034 -0.1698 -0.1392
H 3.7992 0.6099 -3.9805 0.2461 0.1502 -0.2697
H 2.4826 1.4498 -4.8209 -0.1728 -0.5085 -0.0228
C 2.1648 -6.0877 -1.8577 0.4843 0.7102 -0.5701
C 1.2798 -6.2154 -0.6140 0.9675 -0.2119 -0.8218
C 0.2028 -5.1195 -0.6126 0.2332 -0.3834 0.0841
C 0.6957 -3.7621 -0.4330 1.1216 2.3607 0.5082
N 1.0727 -2.6636 -0.2925 -1.1668 -2.3206 -0.3669
H 2.9305 -6.8569 -1.9586 -0.2085 -0.1400 0.1670
H 2.6958 -5.1379 -1.9206 0.2753 0.2043 0.6933
H 1.6415 -5.9978 -2.8096 -0.6124 -0.6789 0.0952
H 1.9251 -6.2310 0.2643 -0.1202 0.5049 0.2009
H 0.8711 -7.2259 -0.6133 -0.6653 0.2317 -0.0852
H -0.5289 -5.3103 0.1724 -0.2457 0.1044 -0.1760
H -0.2552 -5.0680 -1.6004 -0.4873 -0.2690 0.0139
C 3.9506 4.4811 1.3723 0.3122 -0.9350 -1.0124
C 2.5484 4.5544 1.9024 -1.5912 1.0656 0.0101
C 1.3032 4.4754 0.9163 1.2540 -0.5327 0.1446
C 1.0101 3.1148 0.4486 1.6009 6.6290 2.2815
N 0.8586 2.1088 0.0303 -1.0504 -6.3066 -2.2952
H 4.0095 3.6142 0.7142 0.4726 -0.1513 -0.0531
H 4.7021 4.3816 2.1555 -0.2629 -0.1361 0.2006
H 4.2829 5.3406 0.7900 -0.4108 0.1433 -0.0754
H 2.4622 5.5825 2.2539 -0.3156 -0.1961 0.8073
H 2.3382 3.8206 2.6805 0.2930 0.2586 0.2698
H 1.5560 5.0832 0.0476 -0.3958 0.0767 -0.1247
H 0.3878 4.8174 1.3993 0.2243 0.3481 0.0770
C -3.5886 -3.6630 2.7439 0.1281 0.0393 -1.1623
C -2.4426 -4.4285 3.3311 0.3657 -1.8148 1.2249
C -1.3280 -3.6435 3.9795 0.2319 1.1552 0.8147
C -0.8348 -2.6439 3.0778 1.7916 3.8629 -4.1357
N -0.4902 -1.8470 2.2655 -1.2779 -3.1207 3.4233
H -3.1849 -3.1770 1.8557 -0.3218 0.4723 0.0030
H -4.0888 -2.9263 3.3724 0.2843 -0.0762 0.2091
H -4.3410 -4.3511 2.3584 -0.0474 -0.0763 0.1972
H -1.9585 -5.1032 2.6250 -0.2471 0.1541 -0.5262
H -2.7554 -5.1272 4.1071 -0.3496 0.0075 0.1449
H -0.4570 -4.1694 4.3705 -0.1809 -0.6098 -0.2548
H -1.6688 -3.0704 4.8418 -0.3635 -0.0056 0.1874
C -6.7294 -1.6687 0.7668 0.3673 -0.0907 -0.6302
C -6.2069 -1.4507 -0.6696 -0.6771 1.3507 0.0889
C -5.1416 -0.3380 -0.7612 0.7548 0.2853 0.0099
C -3.9745 -0.6404 0.0458 1.7720 -1.0479 0.8228
N -3.0686 -0.9513 0.7053 -1.0422 0.6940 -0.9138
H -5.9056 -2.0699 1.3573 -0.2110 -0.1451 0.2844
H -7.5889 -2.3389 0.7765 0.2359 -0.2353 -0.0158
H -7.0818 -0.7505 1.2366 0.1896 0.1930 -0.1348
H -7.0105 -1.0550 -1.2907 -0.2308 -0.2820 -0.0735
H -5.8399 -2.3513 -1.1621 0.1175 0.0146 0.2365
H -5.3753 0.6775 -0.4413 -1.0473 -0.0820 0.4243
H -4.8084 -0.1136 -1.7744 0.1914 -0.6932 -0.2575
C 6.7830 1.6397 1.7763 -0.5493 -0.5638 -0.2937
C 5.7895 0.4898 1.4843 0.3977 -0.2847 -1.0344
C 4.4936 0.6503 2.2158 -0.2237 0.6771 1.5258
C 3.2880 0.0528 1.6355 -2.5778 -1.6596 -1.0263
N 2.3201 -0.4764 1.2185 2.8828 2.0840 1.2608
H 6.2998 2.6166 1.7572 -0.1559 -0.0258 0.0735
H 7.5663 1.6898 1.0199 0.1284 -0.2428 0.2225
H 7.1989 1.4685 2.7692 0.2270 0.2221 -0.0829
H 6.2477 -0.4655 1.7401 0.0284 -0.0239 -0.1577
H 5.4446 0.4184 0.4528 0.8386 0.2009 -0.4346
H 4.3964 1.7297 2.3328 -0.8079 0.1118 -0.1458
H 4.6060 0.3081 3.2446 -0.3087 -0.2473 0.1155
C -4.7497 4.1111 -0.7486 0.1544 1.1045 -0.1836
C -3.4581 4.9547 -0.5211 -0.3722 -1.3311 0.7661
C -2.2136 4.3404 -1.1833 -0.8602 -1.4814 -0.0381
C -2.1450 2.8410 -0.9717 -0.0168 -0.5908 0.2609
N -2.0642 1.6962 -0.7835 0.0035 1.9394 -0.2805
H -5.4828 4.6019 -0.1084 -0.3559 -0.2989 -0.1826
H -4.7366 3.0436 -0.5288 0.5118 0.1486 0.3423
H -5.0782 4.1880 -1.7851 -0.0798 0.1240 -0.0405
H -3.3047 5.0078 0.5567 0.1087 0.0697 0.0821
H -3.6399 5.9749 -0.8590 0.2176 -0.1066 -0.1920
H -1.2605 4.7105 -0.8054 -0.0769 0.3878 -0.4034
H -2.3926 4.4708 -2.2506 0.7861 0.0814 -0.1671
```
Positions in Å, forces in eV/Å.

HOMO energy: -10.5 eV
Orbital gap: 8.24 eV
Charge: +1

---

ORCA calculation (ωB97M-V/def2-TZVPD) on a 2-piece molecular cluster, C2H7S2 overall.

```
11
Properties=species:S:1:pos:R:3:forces:R:3
S -0.2470 0.4054 2.5622 -0.5080 -0.2352 0.0052
H -1.0254 -0.6704 2.2491 0.3236 0.4091 0.0942
C -0.4841 -1.1999 -2.3764 -0.2178 1.4189 -0.2735
C -0.6410 -0.1703 -1.2384 -0.2889 -0.2057 -0.2209
S 0.9560 0.4105 -0.6336 -0.2419 0.3330 0.6013
H 0.4790 -1.6732 -2.2334 -0.1089 -0.6859 -0.0023
H -0.4354 -0.6874 -3.3435 0.1176 0.0096 0.0216
H -1.3470 -1.8620 -2.4464 0.2297 -0.3293 0.2017
H -1.1909 0.7373 -1.4952 -0.2601 -0.3260 -0.4035
H -1.1975 -0.6401 -0.4280 0.2095 0.0466 0.2671
H 0.3357 0.7551 0.6564 0.7453 -0.4351 -0.2908
```
Positions in Å, forces in eV/Å.

HOMO energy: -3.0 eV
Orbital gap: 6.80 eV
Charge: -1
Relative energy (zero: lowest compared OMol25 entry of this formula, charge and spin): 8.3 kcal per mole